C51H114O27 | wB97M-V/def2-TZVPD

Last columns: bonded neighbours and bond lengths (Å).
CARTESIAN COORDINATES (ANGSTROEM)
1 C -0.9009 -1.1795 4.8417  O2 1.431, H7 1.065, H8 1.096, H9 1.078
2 O -0.2422 -1.9936 5.8168  C1 1.431, C3 1.393
3 C -0.8419 -3.2172 6.1048  O2 1.393, O4 1.204, O5 1.290
4 O -1.8142 -3.6663 5.5549  C3 1.204
5 O -0.1610 -3.7964 7.0341  C3 1.290, C6 1.455
6 C -0.7120 -5.0450 7.5379  O5 1.455, H10 1.073, H11 1.093, H12 1.096
7 H -0.6871 -0.1790 5.1378  C1 1.065
8 H -1.9701 -1.4056 4.7579  C1 1.096
9 H -0.4013 -1.3749 3.9071  C1 1.078
10 H 0.0746 -5.5074 8.1033  C6 1.073
11 H -0.9818 -5.6618 6.6766  C6 1.093
12 H -1.6103 -4.8693 8.1412  C6 1.096
13 C 1.0708 -5.0929 3.0535  O14 1.451, H19 1.055, H20 1.120, H21 1.082
14 O 0.6320 -6.2925 3.7425  C13 1.451, C15 1.418
15 C 0.9903 -7.4386 2.9885  O14 1.418, C16 1.585, H22 1.088, H23 1.090
16 C 0.5608 -7.3856 1.4634  C15 1.585, O17 1.400, H24 1.069, H25 1.051
17 O -0.8316 -7.2611 1.3879  C16 1.400, C18 1.421
18 C -1.1999 -6.8760 0.0709  O17 1.421, H26 1.066, H27 1.068, H28 1.114
19 H 1.0778 -4.3872 3.8375  C13 1.055
20 H 0.2853 -4.8279 2.3011  C13 1.120
21 H 2.0545 -5.1669 2.6084  C13 1.082
22 H 0.4355 -8.2522 3.4508  C15 1.088
23 H 2.0509 -7.6577 3.1099  C15 1.090
24 H 0.8712 -8.2847 0.9754  C16 1.069
25 H 1.0982 -6.6317 0.9662  C16 1.051
26 H -1.1739 -7.6939 -0.6125  C18 1.066
27 H -0.6236 -6.0757 -0.3391  C18 1.068
28 H -2.2777 -6.5941 0.0988  C18 1.114
29 C 3.7942 5.3878 -1.2399  O30 1.429, H35 1.102, H36 1.056, H37 1.084
30 O 2.7835 6.1728 -0.6046  C29 1.429, C31 1.422
31 C 1.5333 5.8973 -1.2230  O30 1.422, C32 1.554, H38 1.068, H39 1.066
32 C 0.5409 7.0009 -0.7638  C31 1.554, O33 1.376, H40 1.137, H41 1.113
33 O 0.3446 6.7089 0.5663  C32 1.376, C34 1.419
34 C -0.4447 7.6427 1.2868  O33 1.419, H42 1.122, H43 1.082, H44 1.135
35 H 4.6986 5.7130 -0.7006  C29 1.102
36 H 3.8249 5.6383 -2.2650  C29 1.056
37 H 3.5096 4.3530 -1.0893  C29 1.084
38 H 1.1328 4.9567 -0.9147  C31 1.068
39 H 1.7527 5.8015 -2.2618  C31 1.066
40 H -0.4761 6.9798 -1.2710  C32 1.137
41 H 0.9622 8.0165 -0.9372  C32 1.113
42 H 0.3027 8.2123 1.8999  C34 1.122
43 H -1.1694 7.0862 1.8661  C34 1.082
44 H -0.8711 8.4267 0.5862  C34 1.135
45 C 0.7483 -4.0689 -4.1781  O46 1.438, H51 1.087, H52 1.088, H53 1.082
46 O 0.1185 -2.7878 -4.3499  C45 1.438, C47 1.431
47 C -1.1670 -2.5906 -3.7532  O46 1.431, C48 1.520, H54 1.085, H55 1.162
48 C -1.5407 -1.2083 -4.2618  C47 1.520, O49 1.407, H56 1.123, H57 1.153
49 O -2.5314 -0.5962 -3.4716  C48 1.407, C50 1.386
50 C -3.0044 0.5894 -4.0125  O49 1.386, H58 1.124, H59 1.111, H60 1.125
51 H 0.7599 -4.3642 -3.1323  C45 1.087
52 H 1.7995 -3.9329 -4.4251  C45 1.088
53 H 0.2351 -4.7956 -4.7936  C45 1.082
54 H -1.2144 -2.5646 -2.6695  C47 1.085
55 H -1.8636 -3.4621 -4.0772  C47 1.162
56 H -1.9181 -1.1967 -5.3196  C48 1.123
57 H -0.6127 -0.5294 -4.3522  C48 1.153
58 H -2.2902 1.4538 -4.0859  C50 1.124
59 H -3.8071 0.9644 -3.3419  C50 1.111
60 H -3.3846 0.4697 -5.0641  C50 1.125
61 C -4.6967 -3.8380 2.2407  O62 1.502, H67 1.059, H68 1.097, H69 1.060
62 O -4.8712 -2.3744 2.5284  C61 1.502, C63 1.437
63 C -3.5910 -1.7230 2.5054  O62 1.437, C64 1.570, H70 1.066, H71 1.108
64 C -3.7718 -0.2049 2.8650  C63 1.570, O65 1.375, H72 1.151, H73 1.092
65 O -3.9780 0.2015 4.1618  C64 1.375, C66 1.417
66 C -5.1291 -0.2180 4.8740  O65 1.417, H74 1.089, H75 1.115, H76 1.129
67 H -4.1444 -3.9310 1.3416  C61 1.059
68 H -5.7161 -4.2381 2.1799  C61 1.097
69 H -4.1664 -4.2740 3.0485  C61 1.060
70 H -3.1500 -1.7847 1.5364  C63 1.066
71 H -2.8916 -2.2447 3.1877  C63 1.108
72 H -4.4928 0.2731 2.1055  C64 1.151
73 H -2.8782 0.3391 2.5514  C64 1.092
74 H -4.9439 0.0192 5.9207  C66 1.089
75 H -5.3384 -1.3040 4.7280  C66 1.115
76 H -6.0092 0.4208 4.5690  C66 1.129
77 C 4.1076 -2.0252 4.8418  O78 1.447, H83 1.059, H84 1.153, H85 1.127
78 O 4.7637 -1.3711 3.7306  C77 1.447, C79 1.469
79 C 3.8178 -1.1501 2.6286  O78 1.469, C80 1.543, H86 1.084, H87 1.153
80 C 4.4973 -0.2123 1.6083  C79 1.543, O81 1.454, H88 1.084, H89 1.086
81 O 5.5893 -0.8405 0.8816  C80 1.454, C82 1.406
82 C 6.8254 -0.9052 1.5490  O81 1.406, H90 1.088, H91 1.072, H92 1.097
83 H 4.7472 -2.0178 5.6864  C77 1.059
84 H 3.8126 -3.0865 4.5014  C77 1.153
85 H 3.1787 -1.4220 5.0521  C77 1.127
86 H 2.8440 -0.9755 3.0710  C79 1.084
87 H 3.7400 -2.1257 2.0199  C79 1.153
88 H 4.7928 0.7326 2.0503  C80 1.084
89 H 3.7894 0.0102 0.8160  C80 1.086
90 H 7.0325 -0.0318 2.1631  C82 1.088
91 H 7.5541 -0.9657 0.7656  C82 1.072
92 H 6.9994 -1.7842 2.1820  C82 1.097
93 C 4.7306 -0.8979 -6.8691  O94 1.430, H99 1.113, H100 1.107, H101 1.053
94 O 3.5516 -1.5055 -7.4047  C93 1.430, C95 1.356
95 C 2.5733 -1.4516 -6.4672  O94 1.356, C96 1.574, H102 1.082, H103 1.078
96 C 1.9071 -0.0338 -6.3112  C95 1.574, O97 1.446, H104 1.110, H105 1.055
97 O 2.2263 0.5438 -5.0248  C96 1.446, C98 1.412
98 C 1.7885 1.8812 -4.9124  O97 1.412, H106 1.097, H107 1.114, H108 1.109
99 H 5.1651 -1.6405 -6.1631  C93 1.113
100 H 4.4814 -0.0215 -6.2403  C93 1.107
101 H 5.3700 -0.6251 -7.6605  C93 1.053
102 H 2.8447 -1.7745 -5.4712  C95 1.082
103 H 1.7654 -2.1268 -6.6962  C95 1.078
104 H 0.8090 -0.1145 -6.4501  C96 1.110
105 H 2.2617 0.6584 -7.0242  C96 1.055
106 H 1.8644 2.3258 -5.9127  C98 1.097
107 H 2.4482 2.5624 -4.3270  C98 1.114
108 H 0.7979 2.1238 -4.4772  C98 1.109
109 C -1.6979 3.7555 -7.2891  O110 1.391, H115 1.070, H116 1.055, H117 1.078
110 O -2.6102 3.9777 -6.2624  C109 1.391, C111 1.431
111 C -2.1699 5.0425 -5.4133  O110 1.431, C112 1.526, H118 1.078, H119 1.121
112 C -2.2428 4.7596 -3.9154  C111 1.526, O113 1.460, H120 1.131, H121 1.082
113 O -1.2274 3.7864 -3.5251  C112 1.460, C114 1.384
114 C -1.4977 3.4255 -2.2166  O113 1.384, H122 1.090, H123 1.123, H124 1.082
115 H -2.1475 3.0157 -7.9187  C109 1.070
116 H -0.7518 3.4316 -6.9520  C109 1.055
117 H -1.5847 4.6403 -7.8936  C109 1.078
118 H -2.8797 5.8404 -5.5598  C111 1.078
119 H -1.1437 5.4755 -5.5368  C111 1.121
120 H -3.2487 4.3265 -3.6324  C112 1.131
121 H -2.1977 5.6367 -3.2838  C112 1.082
122 H -0.6887 2.7517 -1.9352  C114 1.090
123 H -2.5004 2.9213 -2.1973  C114 1.123
124 H -1.4769 4.3198 -1.6087  C114 1.082
125 C 1.7180 0.7702 -1.7489  O126 1.439, H131 1.105, H132 1.110, H133 1.091
126 O 1.4160 0.2037 -0.4612  C125 1.439, C127 1.447
127 C -0.0071 0.0094 -0.2847  O126 1.447, C128 1.562, H134 1.120, H135 1.096
128 C -0.1289 -0.7679 1.0649  C127 1.562, O129 1.357, H136 1.061, H137 1.053
129 O 0.5406 -1.9487 1.0494  C128 1.357, C130 1.414
130 C 0.1025 -2.9039 0.1036  O129 1.414, H138 1.095, H139 1.121, H140 1.077
131 H 1.0661 0.2983 -2.5061  C125 1.105
132 H 2.8040 0.7198 -1.9735  C125 1.110
133 H 1.5104 1.8404 -1.6937  C125 1.091
134 H -0.5528 -0.4472 -1.1493  C127 1.120
135 H -0.5119 0.9711 -0.1414  C127 1.096
136 H -1.1375 -0.9722 1.3211  C128 1.061
137 H 0.3417 -0.1647 1.7886  C128 1.053
138 H 0.8075 -3.7380 0.1835  C130 1.095
139 H 0.2346 -2.5840 -0.9629  C130 1.121
140 H -0.8965 -3.2638 0.2808  C130 1.077
141 C 1.3752 3.0040 1.4175  O142 1.420, H147 1.143, H148 1.109, H149 1.044
142 O 1.6101 2.0837 2.4736  C141 1.420, C143 1.446
143 C 1.0901 2.6018 3.7189  O142 1.446, C144 1.486, H150 1.120, H151 1.130
144 C 1.7363 1.7565 4.7569  C143 1.486, O145 1.400, H152 1.058, H153 1.120
145 O 1.2536 2.1388 6.0144  C144 1.400, C146 1.341
146 C 1.6600 1.2370 6.9192  O145 1.341, H154 1.140, H155 1.091, H156 1.117
147 H 1.9092 3.9837 1.6655  C141 1.143
148 H 0.3162 3.2254 1.1757  C141 1.109
149 H 1.6193 2.4434 0.5718  C141 1.044
150 H -0.0071 2.4005 3.8162  C143 1.120
151 H 1.1404 3.7072 3.9501  C143 1.130
152 H 2.7844 1.8881 4.6944  C144 1.058
153 H 1.5346 0.6697 4.5787  C144 1.120
154 H 1.1935 0.2038 6.7990  C146 1.140
155 H 1.5668 1.5224 7.9680  C146 1.091
156 H 2.7580 1.1139 6.7572  C146 1.117
157 O -3.3283 5.8740 -0.8213  C158 1.205
158 C -3.3170 5.1567 0.1462  O157 1.205, O159 1.361, C162 1.508
159 O -2.1429 4.6167 0.5717  C158 1.361, C160 1.424
160 C -2.2769 3.6838 1.6392  O159 1.424, C161 1.555, H163 1.092, H164 1.121
161 C -3.8077 3.6330 1.9046  C160 1.555, C162 1.491, H165 1.120, H166 1.090
162 C -4.4529 4.5907 0.9607  C158 1.508, C161 1.491, H167 1.143, H168 1.103
163 H -1.6857 4.0608 2.4763  C160 1.092
164 H -1.9056 2.7272 1.1866  C160 1.121
165 H -3.9012 3.7395 3.0153  C161 1.120
166 H -4.1651 2.6236 1.7014  C161 1.090
167 H -4.8343 5.5006 1.5388  C162 1.143
168 H -5.3020 4.3246 0.3085  C162 1.103
169 O 3.0348 -4.8211 -0.2216  C170 1.214
170 C 3.8389 -4.0558 -0.7141  O169 1.214, O171 1.322, C174 1.521
171 O 5.1344 -4.2716 -0.5629  C170 1.322, C172 1.475
172 C 5.9251 -3.2510 -1.2752  O171 1.475, C173 1.528, H175 1.065, H176 1.061
173 C 4.9612 -2.2203 -1.8612  C172 1.528, C174 1.531, H177 1.121, H178 1.037
174 C 3.5862 -2.8356 -1.5855  C170 1.521, C173 1.531, H179 1.113, H180 1.134
175 H 6.4774 -3.7078 -2.0635  C172 1.065
176 H 6.5442 -2.6918 -0.6203  C172 1.061
177 H 5.2230 -2.1431 -2.9487  C173 1.121
178 H 4.9655 -1.3148 -1.3567  C173 1.037
179 H 2.9253 -3.1261 -2.4323  C174 1.113
180 H 2.8321 -2.1470 -1.0934  C174 1.134
181 O -3.1085 1.3514 0.0455  C182 1.209
182 C -4.2038 1.1761 -0.4342  O181 1.209, O183 1.331, C186 1.496
183 O -5.0472 2.1778 -0.6749  C182 1.331, C184 1.494
184 C -6.3989 1.6329 -1.0051  O183 1.494, C185 1.585, H187 1.081, H188 1.085
185 C -6.0960 0.1650 -1.5196  C184 1.585, C186 1.524, H189 1.116, H190 1.125
186 C -4.7357 -0.1409 -0.9050  C182 1.496, C185 1.524, H191 1.119, H192 1.131
187 H -6.8951 2.2603 -1.7316  C184 1.081
188 H -7.0099 1.6864 -0.1096  C184 1.085
189 H -5.9888 0.1896 -2.6299  C185 1.116
190 H -6.9200 -0.5658 -1.2915  C185 1.125
191 H -3.9563 -0.6645 -1.5141  C186 1.119
192 H -4.9761 -0.7337 0.0278  C186 1.131

Calculated values
LUMO energy = 0.42 eV
Gap between HOMO and LUMO = 9.6 eV